27
Properties=species:S:1:pos:R:3:forces:R:3 method="wB97M-V/def2-TZVPD" smiles="CS[C@@H]1NC(N([NH3+])CC[NH3+])=NO1" e_homo_ha=-0.559 total_charge=+2 lumo_ev=-6.98
C -0.1269 0.3909 -0.1539 0.9 1.5 1.2
C 2.2106 0.4182 -0.2177 -1.1 -1.9 -1.9
C 4.8807 -0.6375 -0.0494 0.4 -0.5 -0.8
C -2.6376 0.2235 0.1783 -0.2 0.7 -0.6
C -2.4073 -1.0710 0.9039 -3.2 -0.7 0.5
N 0.0614 -0.8094 -0.5333 0.8 0.6 -0.3
N 0.9746 1.2009 0.1093 1.7 -3.0 -2.2
N -1.3478 0.9933 0.2288 -1.3 0.3 -1.0
N -2.0703 -2.1398 -0.0566 1.8 0.9 2.0
N -1.5022 2.3479 -0.3478 -1.2 0.3 0.1
O 1.4107 -1.0950 -0.6153 -0.5 2.1 0.6
S 3.4778 -0.0508 0.9565 -0.9 1.1 -0.1
H 2.4227 0.7206 -1.2661 0.9 -0.5 0.9
H 4.6777 -0.3559 -1.1282 0.1 -1.1 1.1
H 5.0632 -1.7323 0.2504 -0.6 1.6 -1.1
H 5.8232 -0.1129 0.1644 -0.6 0.2 0.4
H -3.0795 0.0192 -0.8041 0.6 0.2 -0.5
H -3.3729 0.8852 0.6188 -0.1 -0.2 0.7
H -3.3000 -1.4924 1.4744 1.1 1.3 -0.4
H -1.6083 -0.8228 1.5277 1.3 -0.7 1.5
H 1.0994 1.8062 0.8491 -0.4 1.3 2.3
H -2.0295 -3.0032 0.4641 0.1 -0.7 -0.3
H -1.0839 -1.7432 -0.3512 0.0 -1.0 -0.9
H -2.7493 -2.1493 -0.7577 -1.2 -0.5 -1.6
H -0.8778 3.0107 0.1275 0.1 -0.2 -0.2
H -1.4415 2.4670 -1.3676 0.8 -0.5 -0.2
H -2.4675 2.7318 -0.2040 0.6 -0.7 0.6

---

22
Properties=species:S:1:pos:R:3:forces:R:3 method="wB97M-V/def2-TZVPD" spin_multiplicity=2 de_lowest_kj_mol=209.06 e_homo_ha="0.037 / -0.213" total_charge=-1 lumo_ev="3.75 / 3.57"
C 1.7102 1.3764 -1.2346 1.0 1.2 0.1
C 0.5312 1.1272 -0.2285 0.2 1.2 -0.2
C 0.8713 -0.0160 0.7583 0.5 -2.1 -1.2
C -0.1241 -0.2774 1.8697 -0.5 4.7 3.4
C 0.8548 -1.4459 0.0008 2.1 -0.5 2.0
N -0.7825 0.8905 -0.8820 0.9 -1.3 -2.9
H 2.4191 0.5243 -1.1601 -0.7 0.2 -1.0
H 2.4325 2.2444 -0.8929 -1.7 -1.3 -0.4
H 1.3438 1.6863 -2.2794 0.7 -0.9 1.5
H 0.4428 2.1546 0.2372 -0.1 -1.3 0.4
H 1.9186 0.1094 1.1653 -1.1 0.1 -0.2
H 0.3056 0.4506 2.7851 -1.6 -1.2 -1.9
H -1.2913 -0.0337 1.7751 2.7 -0.7 -0.2
H 0.0795 -1.1831 2.3640 -0.3 -1.5 0.1
H 1.8730 -1.6558 -0.5375 -2.2 0.3 0.4
H -0.0798 -1.4756 -0.5320 0.1 -0.4 -0.9
H 0.7297 -2.2898 0.8268 0.5 1.7 -1.7
H -1.2983 0.1781 -0.3531 -0.1 0.4 0.0
H -0.6406 0.3852 -1.8709 -0.3 1.3 2.7
H -4.2713 -0.7259 -0.0536 0.2 -0.9 -0.7
H -3.1487 -0.7266 -0.9786 1.3 0.6 -0.7
O -3.8755 -1.2974 -0.7790 -1.6 0.2 1.3

---

22
Properties=species:S:1:pos:R:3:forces:R:3 method="wB97M-V/def2-TZVPD" smiles=CC(C)CCN.O de_lowest_kj_mol=126.90 e_homo_ha=-0.336 total_charge=0 lumo_ev=0.79
C 1.3046 -1.2253 0.5484 -0.9 0.3 1.7
C 0.6250 -0.2519 -0.4466 1.2 0.1 -0.8
C 0.8248 1.2782 -0.4518 0.7 -0.3 0.8
C 2.2774 1.6437 -0.1240 0.2 1.8 1.6
C -0.1143 1.9371 0.5913 0.7 0.2 -0.8
N 1.5912 -0.7072 1.9221 -0.4 0.2 -0.3
H 0.5636 -2.0154 0.6664 0.0 -0.4 -0.3
H 2.2288 -1.7060 0.2450 0.1 0.3 -0.7
H -0.4520 -0.3300 -0.4465 -0.4 -0.8 0.0
H 1.0325 -0.6466 -1.3872 -0.6 0.2 -0.2
H 0.5356 1.6254 -1.4570 0.2 0.0 0.3
H 2.4063 1.7577 0.9694 -0.4 -0.9 -0.1
H 3.0678 0.9591 -0.4099 -0.1 0.0 -0.6
H 2.5440 2.7155 -0.2897 -0.2 -0.7 -1.1
H 0.2243 2.9645 0.7506 -0.1 0.0 0.1
H -1.1373 1.9824 0.2190 -0.1 -0.2 0.2
H -0.0405 1.3992 1.5334 -0.3 0.2 0.0
H 0.8173 -0.1186 2.2060 0.1 0.0 0.1
H 1.5488 -1.4892 2.5677 0.2 0.0 0.0
H -6.2324 -2.5006 -2.0448 -0.6 -0.4 -0.3
H -5.3424 -1.6395 -1.2407 0.3 0.0 -0.1
O -5.3213 -2.2306 -2.0026 0.2 0.4 0.4

---

22
Properties=species:S:1:pos:R:3:forces:R:3 method="wB97M-V/def2-TZVPD" smiles=CC(C)N(C)C.O de_lowest_kj_mol=97.97 e_homo_ha=-0.300 total_charge=0 lumo_ev=0.82
C 0.7876 -1.3201 -1.6358 0.5 -0.4 0.2
N 0.9231 -0.0538 -0.9512 0.0 0.0 -0.6
C -0.3726 0.4944 -0.6084 0.4 0.2 0.3
C 1.3638 -0.3664 1.5099 -0.1 -0.6 0.4
C 1.9281 -0.0706 0.1327 -0.4 0.3 -0.4
C 2.6984 1.2530 0.1052 -0.4 -0.2 0.6
H 1.7455 -1.6545 -2.0549 -0.1 0.3 0.0
H 0.0932 -1.2182 -2.4642 -0.2 -0.1 0.0
H 0.4783 -2.1530 -0.9746 -0.3 0.1 -0.1
H -1.0284 0.6161 -1.4685 0.3 0.1 -0.3
H -0.9087 -0.1515 0.0769 -0.4 -0.3 0.5
H -0.2328 1.4592 -0.1194 -0.2 0.1 -0.1
H 2.1748 -0.5884 2.2076 0.0 0.1 0.0
H 0.7840 0.4487 1.9355 0.0 0.2 -0.1
H 0.7093 -1.2450 1.5088 0.1 0.0 -0.1
H 2.5873 -0.8870 -0.1494 0.3 -0.1 0.1
H 3.2243 1.4540 1.0434 0.2 -0.2 -0.1
H 1.9718 2.0596 0.0091 0.1 0.1 -0.2
H 3.3932 1.2533 -0.7215 0.1 0.3 -0.2
H -6.5142 0.4779 1.7011 0.0 0.0 0.1
H -5.4255 -0.5457 1.3517 0.0 0.0 0.1
O -6.0215 0.1015 0.9676 0.0 0.1 -0.2

---

22
Properties=species:S:1:pos:R:3:forces:R:3 method="wB97M-V/def2-TZVPD" smiles=CCN(C)CC.O de_lowest_kj_mol=143.57 e_homo_ha=-0.281 total_charge=0 lumo_ev=0.80
C -0.6028 1.0314 1.6613 -1.1 0.0 -0.4
N -0.6914 0.8618 0.2078 1.0 0.8 0.9
C -1.4713 -0.1596 -0.3819 -0.1 -1.6 -1.3
C -0.7932 -1.5336 -0.7145 0.6 0.4 0.8
C 0.3926 1.3794 -0.5998 -0.8 -0.6 -0.8
C -0.5471 -0.2717 2.4351 -0.2 -0.8 -0.3
H 0.2147 1.6824 1.9556 0.4 -0.1 -0.4
H -1.4954 1.6205 1.9184 0.0 -0.3 0.5
H -2.3667 -0.4980 0.1404 0.0 0.9 0.7
H -1.8467 0.1937 -1.3536 0.0 0.2 0.1
H -1.5608 -2.2789 -0.8364 -0.4 -0.3 -0.4
H -0.1882 -1.9030 0.1210 0.0 0.2 0.0
H -0.1378 -1.5263 -1.5790 0.0 0.1 -0.3
H 1.1301 0.6322 -0.9143 0.3 0.0 0.4
H -0.0465 1.6914 -1.5517 0.0 0.3 -0.1
H 0.8612 2.2438 -0.1443 0.1 0.0 0.1
H 0.2356 -0.9315 2.0621 0.5 0.3 0.1
H -1.4242 -0.8936 2.2159 -0.2 0.4 0.4
H -0.4187 -0.1571 3.5125 -0.2 0.1 -0.1
H 4.0866 -0.0118 -2.2552 -0.3 0.1 -0.3
H 3.2594 -1.0605 -2.9554 -0.1 0.0 -0.1
O 3.4106 -0.1107 -2.9441 0.4 -0.1 0.4

---

22
Properties=species:S:1:pos:R:3:forces:R:3 method="wB97M-V/def2-TZVPD" smiles=CCNC(C)C.O de_lowest_kj_mol=98.67 e_homo_ha=-0.310 total_charge=0 lumo_ev=0.92
C 0.8639 -1.3167 -0.9147 0.0 0.6 -0.6
C 0.2641 0.0101 -0.4577 -0.7 -0.1 -0.6
N -0.1973 -0.0647 0.9126 0.4 -0.2 0.0
C -2.4722 0.6405 1.4409 -0.5 -0.3 0.2
C -1.0118 1.0602 1.3654 -0.2 -0.1 0.0
C -0.5487 1.5529 2.7407 0.6 -0.1 0.4
H 0.6124 -1.4617 -1.9605 0.0 0.0 -0.3
H 1.9562 -1.2677 -0.8838 -0.2 -0.6 0.5
H 0.3910 -2.1498 -0.3980 0.5 -0.1 0.3
H -0.5508 0.2866 -1.1579 -0.1 -0.2 0.2
H 0.9703 0.8234 -0.5893 0.4 0.1 0.3
H -0.6755 -0.9494 1.0578 0.0 0.2 0.0
H -3.1037 1.3824 1.9192 0.0 0.3 0.0
H -2.5734 -0.2625 2.0526 0.2 0.0 0.1
H -2.9336 0.3884 0.4891 0.2 0.1 -0.3
H -0.9135 1.8508 0.6129 0.1 0.0 0.2
H -0.3966 2.6239 2.8633 -0.5 0.2 -0.3
H 0.4241 1.1361 2.9892 0.1 -0.2 -0.2
H -1.2039 1.1979 3.5321 -0.3 0.1 0.1
H 3.5616 -1.1273 -5.5982 -0.3 -0.4 -0.2
H 3.6124 -2.6255 -5.0684 -0.3 0.2 -0.4
O 3.9250 -1.7278 -4.9474 0.5 0.2 0.7

---

22
Properties=species:S:1:pos:R:3:forces:R:3 method="wB97M-V/def2-TZVPD" smiles=CCN(C)CC.O de_lowest_kj_mol=254.97 e_homo_ha=-0.287 total_charge=0 lumo_ev=0.80
C 1.0714 -0.7098 -1.5934 -0.1 1.1 2.8
N 0.5751 -1.1809 -0.2353 -1.0 -2.8 -0.4
C 0.2177 -0.6891 1.1395 1.2 1.0 -2.3
C 0.8356 -1.6522 2.1405 -0.9 -0.2 0.9
C -0.3706 -2.2721 -0.5760 -0.1 -0.1 2.7
C 1.7494 0.6641 -1.4216 -0.4 0.5 0.8
H 0.1542 -0.5643 -2.1449 0.0 -0.2 -1.0
H 1.6721 -1.5792 -1.8925 -0.1 0.7 -0.6
H -0.9096 -0.5359 1.2428 1.4 -0.1 0.0
H 0.7863 0.2443 1.1986 -0.7 0.3 0.5
H 0.1605 -1.6927 3.0202 0.7 0.1 0.0
H 0.8131 -2.6535 1.7385 0.1 -0.3 -0.2
H 1.8806 -1.4379 2.4259 -0.6 0.2 -0.2
H -0.8061 -2.6747 0.4013 0.3 0.6 -1.2
H 0.0822 -3.2014 -0.9665 -0.1 0.7 -0.7
H -1.2015 -1.8020 -1.1211 0.0 -0.8 -0.5
H 2.8246 0.8085 -1.5453 0.0 -0.7 0.0
H 1.2949 1.4624 -2.0277 -0.1 -0.4 0.1
H 1.5074 0.8868 -0.3560 0.5 0.5 -0.9
H -4.0243 4.8563 0.9611 0.0 0.0 0.0
H -3.4481 4.3234 -0.3494 0.0 0.1 0.1
O -3.2666 4.9384 0.3725 -0.1 -0.1 -0.1

---

22
Properties=species:S:1:pos:R:3:forces:R:3 method="wB97M-V/def2-TZVPD" smiles=CCCCNC.O de_lowest_kj_mol=214.18 e_homo_ha=-0.307 total_charge=0 lumo_ev=0.89
C -0.4084 -0.2158 1.6454 -2.1 -0.3 -0.4
C -0.3475 1.3525 1.6785 0.1 -2.6 -1.5
C -0.4875 1.8809 0.2442 0.2 1.7 -0.9
C 0.6920 1.4428 -0.7219 1.2 2.7 0.4
N 0.8670 0.1182 -1.2095 -0.6 -1.7 0.2
C 1.5823 0.0311 -2.4820 -1.4 0.6 0.4
H -1.4585 -0.5647 1.4458 0.6 0.4 0.4
H -0.1226 -0.6799 2.5739 0.2 -0.1 0.5
H 0.1262 -0.7427 0.8317 0.3 1.0 0.5
H -0.8778 1.8471 2.4922 -0.8 -0.2 -0.5
H 0.6544 1.5241 1.9327 1.7 0.7 0.3
H -1.3514 1.5565 -0.3982 -0.1 0.5 1.4
H -0.5075 3.0769 0.4221 0.1 -2.6 -1.3
H 0.7891 2.0982 -1.5901 -1.3 0.6 -0.4
H 1.6266 1.7948 -0.3018 0.6 -0.4 1.0
H -0.0385 -0.3181 -1.2672 -0.2 -0.3 -0.2
H 1.1175 0.6517 -3.2374 -0.7 0.1 -0.6
H 2.4864 0.5631 -2.3588 1.6 -0.2 0.2
H 1.6471 -0.9840 -2.8689 0.4 0.1 0.3
H -1.5544 -5.2744 1.4067 1.0 -0.6 0.9
H -2.5256 -4.7398 0.5525 -0.7 0.7 -0.5
O -1.9090 -4.4185 1.2100 -0.3 0.0 -0.3

---

22
Properties=species:S:1:pos:R:3:forces:R:3 method="wB97M-V/def2-TZVPD" smiles=CC(C)[C@@H](C)N.O de_lowest_kj_mol=62.81 e_homo_ha=-0.344 total_charge=0 lumo_ev=0.74
C -1.7869 0.7981 1.5380 -0.3 -0.3 -1.3
C -0.3526 0.2827 1.2766 -0.8 -0.3 0.1
C 0.2899 1.0126 0.0894 0.0 -0.2 0.5
C 1.7851 0.7285 0.0086 0.0 0.6 -0.4
C -0.3962 0.6990 -1.2454 0.2 -0.1 0.2
N -0.4294 -1.1873 1.0420 0.2 0.6 0.1
H -2.1523 1.3628 0.6718 0.1 0.0 0.0
H -1.9788 1.4375 2.3754 0.4 0.2 0.7
H -2.4580 -0.0523 1.5786 -0.1 -0.2 0.3
H 0.2373 0.4576 2.1741 0.3 0.3 0.1
H 0.1487 2.0636 0.3418 0.1 0.2 -0.3
H 2.3523 1.1845 0.8128 0.0 -0.1 0.3
H 1.9782 -0.3314 0.0001 0.2 -0.5 0.0
H 2.1989 1.1413 -0.9169 0.0 -0.1 0.0
H -1.2977 1.2891 -1.3784 -0.1 0.0 -0.1
H -0.6770 -0.3541 -1.3239 0.0 0.0 0.1
H 0.3121 0.9191 -2.0419 -0.2 0.1 -0.2
H -0.3495 -1.6285 1.9513 0.0 -0.3 -0.2
H 0.3739 -1.4781 0.4945 0.0 -0.2 0.2
H 1.1757 -3.2400 -2.0099 0.1 0.1 0.1
H 0.5325 -2.0749 -2.7898 0.1 -0.2 0.1
O 0.4937 -3.0300 -2.6488 -0.2 0.2 -0.2

---

22
Properties=species:S:1:pos:R:3:forces:R:3 method="wB97M-V/def2-TZVPD" smiles=CC[C@@H](C)NC.O de_lowest_kj_mol=245.75 e_homo_ha=-0.342 total_charge=0 lumo_ev=0.92
C -0.3830 -0.9801 1.9855 0.7 -1.5 2.0
N -0.3031 -1.3011 0.5448 -1.8 1.9 1.0
C -0.4758 2.3704 -0.5732 -0.9 2.7 -1.2
C -0.0349 1.1764 0.1260 0.4 -3.6 1.5
C -1.0301 -0.1776 -0.1606 3.0 2.1 -1.8
C -1.0366 -0.6536 -1.6655 -2.0 -1.2 2.1
H -1.4441 -0.9276 2.4092 1.2 0.0 -0.6
H 0.1512 -0.0289 2.2695 -0.7 -1.3 -0.5
H 0.1936 -1.7797 2.5801 -1.0 1.0 -0.8
H -0.6993 -2.2318 0.3301 0.0 0.9 0.4
H -0.7418 2.1028 -1.6527 -0.1 0.5 1.4
H 0.3843 3.1321 -0.7024 -1.5 -1.0 0.5
H -1.3553 2.8485 0.0002 1.2 -0.4 -1.4
H 0.9843 0.9346 -0.2344 -0.6 -0.3 0.4
H 0.0502 1.2383 1.2906 -0.3 0.7 -2.5
H -2.0409 0.3017 0.0522 0.7 -1.7 0.7
H -1.2518 -1.7657 -1.5203 0.3 1.3 -1.0
H -1.8118 -0.2201 -2.2733 -0.9 0.1 0.2
H -0.2169 -0.4840 -2.2891 2.1 0.0 -0.3
H 2.5599 -0.2753 -1.1653 0.8 -0.6 3.1
H 2.1857 -0.9472 0.2373 -0.2 0.1 -0.3
O 2.8672 -0.4004 -0.1773 -0.5 0.4 -2.9

---

22
Properties=species:S:1:pos:R:3:forces:R:3 method="wB97M-V/def2-TZVPD" smiles=CCN(C)CC.O de_lowest_kj_mol=91.45 e_homo_ha=-0.307 total_charge=0 lumo_ev=0.96
C 2.0232 0.3496 1.4093 -1.1 -0.2 -0.2
C 0.5680 -0.1514 1.5853 0.5 1.0 -0.9
N -0.2024 -0.0859 0.3529 1.2 -0.7 -0.7
C -1.3284 -0.9858 0.2966 -0.3 0.3 0.1
C -1.9395 -1.1203 -1.0828 -0.2 0.4 0.1
C -0.4629 1.2253 -0.1455 -0.7 1.1 -0.2
H 2.6079 -0.4255 0.9242 0.3 0.0 0.1
H 2.0470 1.2288 0.7739 0.1 0.2 0.1
H 2.3929 0.6049 2.3943 0.5 0.0 0.1
H 0.0859 0.4972 2.3319 -0.1 -0.5 0.5
H 0.6504 -1.1998 1.8252 -0.4 -0.2 0.7
H -2.1421 -0.6136 0.9542 0.1 -0.3 0.1
H -1.0115 -1.9744 0.6347 0.0 0.1 0.2
H -1.2438 -1.5012 -1.8270 0.1 0.0 0.0
H -2.3368 -0.1493 -1.3973 0.1 -0.2 -0.2
H -2.7827 -1.7986 -1.0050 -0.1 -0.2 -0.1
H -1.3401 1.7143 0.3314 0.1 -0.2 0.1
H -0.6459 1.2356 -1.2223 -0.1 -0.2 0.1
H 0.3677 1.9184 -0.0287 0.1 -0.2 0.2
H 1.4410 0.2460 -3.1134 0.1 0.2 -0.2
H 1.4963 0.2114 -1.6210 0.1 0.3 0.0
O 1.7560 0.7744 -2.3708 -0.2 -0.6 0.2

---

no.,F_max (eV/Å)
1,4.1
2,5.9
3,2.4
4,0.7
5,2.1
6,0.9
7,3.0
8,3.0
9,1.4
10,4.1
11,1.6